# 1
Molecular formula: C3H8O3
Method: DFT, ωB97M-V with the def2-TZVPD basis set

Properties
- SMILES = OCC(O)CO
- HOMO level (eV) = -10.329
- calculated total energy (eV) = -9382.280
- ΔE to the lowest compared entry with this formula, charge and spin (kcal/mol) = 35.1

Structure (XYZ):
```
14
C3H8O3 | OMol25 | ωB97M-V with the def2-TZVPD basis set
O 1.780 1.359 0.070
C 1.184 0.155 -0.377
C -0.366 0.234 -0.503
O -0.919 1.159 0.428
C -0.925 -1.147 -0.145
O -0.743 -1.387 1.231
H 1.264 1.709 0.807
H 1.589 -0.031 -1.378
H 1.438 -0.691 0.281
H -0.649 0.522 -1.529
H -0.278 1.871 0.570
H -1.979 -1.270 -0.435
H -0.342 -1.902 -0.687
H -1.055 -0.580 1.668
```

# 2
Molecular formula: C23H63N5O10PSn3
Method: DFT, ωB97M-V with the def2-TZVPD basis set

Properties
- net charge = +3
- HOMO level (eV) = -14.840
- calculated total energy (eV) = -79545.828

Structure (XYZ):
```
105
C23H63N5O10PSn3 | OMol25 | ωB97M-V with the def2-TZVPD basis set
Sn -11.051 -21.219 -8.613
Sn -8.116 -17.865 -8.066
Sn -6.915 -20.604 -11.428
P -9.957 -18.716 -10.954
O -10.894 -17.991 -11.927
O -9.819 -20.242 -11.285
O -10.549 -18.656 -9.505
O -8.475 -18.168 -10.863
C -9.786 -15.154 -15.632
C -10.363 -16.417 -14.952
C -10.275 -17.506 -15.957
O -9.518 -16.730 -13.820
H -8.900 -15.428 -16.206
H -9.557 -14.296 -15.003
H -10.441 -14.828 -16.442
H -11.339 -16.161 -14.541
H -10.965 -17.166 -16.730
H -10.483 -18.492 -15.543
H -9.371 -17.580 -16.562
H -10.098 -17.137 -13.164
C -6.454 -15.459 -12.419
C -5.825 -16.805 -12.594
C -5.163 -17.374 -11.338
O -4.533 -18.668 -11.526
C -3.160 -18.581 -11.880
N -6.901 -17.685 -12.997
H -6.962 -14.920 -13.219
H -5.813 -14.719 -11.935
H -7.191 -15.381 -11.616
H -5.045 -16.705 -13.349
H -5.822 -17.279 -10.471
H -4.394 -16.725 -10.916
H -3.081 -18.174 -12.888
H -2.702 -19.569 -11.909
H -2.689 -18.013 -11.078
H -7.532 -17.347 -13.713
H -7.548 -17.640 -12.221
C -10.002 -21.027 -14.715
C -10.144 -22.349 -14.032
C -9.976 -23.713 -14.836
O -11.093 -23.789 -15.698
C -10.928 -24.931 -16.597
N -9.189 -22.259 -12.896
H -10.517 -20.868 -15.661
H -8.952 -20.771 -14.867
H -10.233 -20.348 -13.893
H -11.127 -22.371 -13.558
H -9.867 -24.610 -14.225
H -9.081 -23.640 -15.458
H -10.220 -25.715 -16.326
H -10.488 -24.559 -17.523
H -11.863 -25.409 -16.887
H -9.493 -21.375 -12.513
H -9.487 -22.870 -12.147
C -12.253 -14.333 -9.956
C -11.148 -14.598 -10.973
C -10.377 -13.394 -11.428
O -11.279 -12.549 -12.121
C -11.482 -12.949 -13.525
N -10.194 -15.575 -10.454
H -13.057 -13.707 -10.342
H -11.943 -13.818 -9.046
H -12.667 -15.294 -9.646
H -11.571 -15.077 -11.858
H -9.583 -13.758 -12.082
H -10.101 -12.928 -10.481
H -11.786 -13.995 -13.573
H -10.586 -12.758 -14.114
H -12.308 -12.345 -13.898
H -9.518 -15.896 -11.136
H -10.799 -16.384 -10.522
C -15.850 -19.404 -9.933
C -14.563 -18.572 -9.656
C -14.499 -18.047 -8.206
O -15.695 -17.299 -7.958
C -15.623 -16.521 -6.769
N -13.445 -19.455 -10.031
H -15.893 -19.879 -10.914
H -16.699 -18.723 -9.984
H -15.974 -20.147 -9.146
H -14.660 -17.757 -10.376
H -13.541 -17.537 -8.093
H -14.413 -18.924 -7.562
H -15.592 -17.111 -5.852
H -16.630 -16.105 -6.808
H -14.870 -15.736 -6.699
H -13.505 -19.415 -11.044
H -12.617 -18.871 -10.040
C -13.577 -19.843 -15.091
C -13.216 -18.847 -13.978
C -14.375 -17.935 -13.503
O -15.074 -17.251 -14.594
C -14.217 -16.135 -15.017
N -12.776 -19.544 -12.830
H -13.924 -19.369 -16.009
H -14.163 -20.683 -14.718
H -12.634 -20.310 -15.379
H -12.545 -18.074 -14.355
H -14.070 -17.246 -12.713
H -15.222 -18.361 -12.963
H -13.632 -16.557 -15.835
H -13.561 -15.722 -14.251
H -14.734 -15.271 -15.435
H -12.090 -20.216 -13.148
H -12.147 -18.890 -12.371
```

# 3
Molecular formula: C24H66ClN6O10
Method: DFT, ωB97M-V with the def2-TZVPD basis set

Properties
- net charge = -1
- HOMO level (eV) = -5.966
- calculated total energy (eV) = -67887.436
- ΔE to the lowest compared entry with this formula, charge and spin (kcal/mol) = 36.2

Structure (XYZ):
```
107
C24H66ClN6O10 | OMol25 | ωB97M-V with the def2-TZVPD basis set
Cl -17.011 -10.424 -13.990
O -16.297 -11.685 -14.015
O -17.024 -9.783 -15.298
O -18.371 -10.566 -13.557
O -16.370 -9.479 -13.107
C -14.557 -13.672 -16.795
C -15.356 -13.034 -17.986
C -16.622 -13.821 -18.328
O -16.294 -15.130 -18.752
C -17.382 -15.995 -18.695
N -15.731 -11.706 -17.479
H -13.812 -14.427 -17.075
H -15.262 -14.213 -16.158
H -14.041 -12.938 -16.180
H -14.738 -12.937 -18.879
H -17.220 -13.203 -19.004
H -17.184 -13.867 -17.386
H -18.106 -15.739 -19.484
H -17.865 -16.036 -17.714
H -17.069 -17.008 -18.965
H -16.025 -11.691 -16.510
H -14.936 -11.080 -17.482
C -13.063 -7.906 -13.484
C -12.397 -9.258 -13.815
C -11.904 -9.940 -12.542
O -12.994 -10.316 -11.711
C -12.648 -10.422 -10.355
N -13.410 -10.049 -14.535
H -13.261 -7.327 -14.384
H -12.400 -7.366 -12.791
H -13.987 -7.988 -12.909
H -11.529 -9.107 -14.463
H -11.178 -9.245 -12.108
H -11.388 -10.880 -12.758
H -12.775 -9.431 -9.903
H -11.648 -10.836 -10.187
H -13.344 -11.100 -9.856
H -14.065 -9.519 -15.095
H -13.975 -10.438 -13.783
C -17.008 -4.493 -10.360
C -16.212 -5.504 -11.171
C -15.660 -6.606 -10.218
O -14.655 -6.122 -9.320
C -13.365 -5.921 -9.899
N -17.087 -5.993 -12.238
H -17.889 -4.976 -9.934
H -17.346 -3.722 -11.054
H -16.355 -4.094 -9.583
H -15.311 -5.021 -11.558
H -15.374 -7.511 -10.760
H -16.451 -6.806 -9.494
H -13.477 -5.168 -10.684
H -12.994 -6.850 -10.337
H -12.723 -5.545 -9.108
H -16.671 -6.876 -12.537
H -18.007 -6.259 -11.904
C -19.287 -7.024 -14.324
C -20.361 -7.727 -15.138
C -21.432 -6.748 -15.601
O -22.379 -7.425 -16.440
C -23.495 -6.596 -16.621
N -19.814 -8.492 -16.266
H -19.732 -6.514 -13.459
H -18.663 -6.323 -14.877
H -18.657 -7.728 -13.775
H -20.856 -8.482 -14.519
H -20.998 -6.000 -16.277
H -21.893 -6.273 -14.731
H -23.950 -6.374 -15.644
H -24.290 -7.019 -17.230
H -23.252 -5.597 -17.008
H -19.309 -7.803 -16.838
H -18.953 -8.863 -15.857
C -21.061 -14.188 -12.853
C -20.185 -13.533 -11.809
C -20.110 -14.343 -10.515
O -21.352 -14.626 -9.918
C -21.235 -15.013 -8.562
N -18.833 -13.393 -12.329
H -20.900 -15.263 -12.913
H -20.965 -13.647 -13.794
H -22.108 -14.067 -12.554
H -20.568 -12.575 -11.435
H -19.495 -13.706 -9.857
H -19.508 -15.262 -10.573
H -22.052 -15.688 -8.311
H -21.356 -14.109 -7.955
H -20.260 -15.469 -8.381
H -18.125 -13.446 -11.605
H -18.685 -12.534 -12.845
C -16.698 -16.010 -13.584
C -17.478 -15.797 -14.911
C -18.593 -16.822 -15.041
O -18.157 -18.161 -15.252
C -19.089 -18.913 -15.992
N -18.035 -14.443 -14.908
H -15.890 -16.735 -13.720
H -17.336 -16.262 -12.738
H -16.187 -15.077 -13.334
H -16.815 -15.861 -15.777
H -19.125 -16.556 -15.961
H -19.218 -16.718 -14.149
H -20.046 -19.036 -15.477
H -18.635 -19.840 -16.332
H -19.359 -18.362 -16.904
H -17.215 -13.856 -14.773
H -18.569 -14.241 -14.045
```

# 4
Molecular formula: C3H3NO
Method: DFT, ωB97M-V with the def2-TZVPD basis set

Properties
- HOMO level (eV) = -10.666
- calculated total energy (eV) = -6694.091
- ΔE to the lowest compared entry with this formula, charge and spin (kcal/mol) = 55.4

Structure (XYZ):
```
8
C3H3NO | OMol25 | ωB97M-V with the def2-TZVPD basis set
O -1.995 0.496 -0.261
C -0.844 0.644 0.064
C 0.116 -0.545 0.139
C 1.647 0.280 -0.962
N 1.646 -0.242 0.115
H -0.441 1.628 0.371
H -0.193 -1.293 -0.599
H 0.063 -0.968 1.132
```

# 5
Molecular formula: C3H8O
Method: DFT, ωB97M-V with the def2-TZVPD basis set

Properties
- SMILES = CCOC
- HOMO level (eV) = -9.333
- calculated total energy (eV) = -5286.460
- ΔE to the lowest compared entry with this formula, charge and spin (kcal/mol) = 39.0

Structure (XYZ):
```
12
C3H8O | OMol25 | ωB97M-V with the def2-TZVPD basis set
C -1.552 0.146 -0.042
C -0.356 -0.734 0.625
O 0.710 -0.026 1.201
C 1.727 0.407 0.329
H -1.483 0.351 -1.138
H -2.511 -0.374 0.089
H -1.515 1.082 0.485
H -0.308 -1.101 -0.369
H -0.773 -1.341 1.431
H 2.321 -0.438 -0.050
H 1.314 0.965 -0.522
H 2.382 1.077 0.897
```

Number 1: gap between HOMO and LUMO 10.91 eV. Number 2: gap between HOMO and LUMO 2.26 eV. Number 3: gap between HOMO and LUMO 8.49 eV. Number 4: gap between HOMO and LUMO 10.95 eV. Number 5: gap between HOMO and LUMO 10.47 eV.